1.
This record from OMol25 describes a molecular structure, C35H32NO6OsP2S. The level of theory is ωB97M-V/def2-TZVPD.

Each line ends with the Löwdin charge.
Geometry (Å):
Os1 -0.3016 -0.3257 -0.0171  1.260
C1 3.0574 -7.0518 0.2092  -0.412
S1 1.7283 -7.6776 -0.8329  0.831
C2 0.6831 -6.2120 -0.9616  -0.530
C3 -0.0163 -5.8155 0.3332  -0.241
C4 -0.9693 -4.6414 0.1590  -0.215
N1 -0.3252 -3.3205 -0.0010  -0.367
P1 0.2169 -2.2165 1.1793  0.865
C5 2.0006 -2.4214 1.3898  -0.355
C6 2.7417 -3.3521 0.6767  -0.080
C7 4.1202 -3.4197 0.8461  -0.056
C8 4.7557 -2.5654 1.7323  -0.054
C9 4.0158 -1.6362 2.4557  -0.056
C10 2.6451 -1.5616 2.2822  -0.111
C11 -0.5114 -2.7136 2.7435  -0.319
C12 -1.8630 -2.4500 2.9883  -0.077
C13 -2.4515 -2.9016 4.1584  -0.051
C14 -1.7030 -3.6162 5.0841  -0.052
C15 -0.3635 -3.8862 4.8414  -0.058
C16 0.2351 -3.4388 3.6742  -0.073
P2 -0.5168 -2.2518 -1.2920  0.892
C17 0.1638 -2.9964 -2.7591  -0.331
C18 1.5473 -3.0093 -2.9507  -0.084
C19 2.0772 -3.6867 -4.0342  -0.052
C20 1.2294 -4.3415 -4.9210  -0.043
C21 -0.1455 -4.3119 -4.7379  -0.050
C22 -0.6908 -3.6280 -3.6612  -0.067
C23 -2.2536 -1.8245 -1.5886  -0.368
C24 -3.3752 -2.3799 -0.9704  -0.066
C25 -4.6299 -1.8352 -1.1799  -0.045
C26 -4.7903 -0.7529 -2.0370  -0.043
C27 -3.6897 -0.2098 -2.6822  -0.048
C28 -2.4257 -0.7372 -2.4578  -0.104
H1 3.8204 -7.8273 0.2405  0.036
H2 2.7293 -6.8499 1.2279  0.036
H3 3.4988 -6.1558 -0.2248  0.015
H4 -0.0670 -6.4769 -1.7117  0.077
H5 1.2611 -5.3865 -1.3852  0.050
H6 0.7048 -5.5920 1.1253  0.097
H7 -0.6028 -6.6681 0.6826  0.121
H8 -1.6431 -4.5724 1.0160  0.113
H9 -1.5850 -4.8097 -0.7292  0.117
H10 2.2467 -4.0199 -0.0155  0.072
H11 4.6977 -4.1432 0.2856  0.107
H12 5.8278 -2.6224 1.8645  0.115
H13 4.5100 -0.9763 3.1566  0.115
H14 2.0689 -0.8460 2.8614  0.117
H15 -2.4480 -1.8828 2.2776  0.090
H16 -3.4945 -2.6871 4.3485  0.117
H17 -2.1649 -3.9631 5.9990  0.115
H18 0.2182 -4.4445 5.5624  0.113
H19 1.2799 -3.6545 3.4941  0.105
H20 2.2007 -2.4926 -2.2562  0.106
H21 3.1469 -3.7030 -4.1927  0.116
H22 1.6448 -4.8708 -5.7681  0.117
H23 -0.7981 -4.8144 -5.4388  0.117
H24 -1.7641 -3.5890 -3.5258  0.112
H25 -3.2733 -3.2219 -0.2966  0.102
H26 -5.4854 -2.2565 -0.6699  0.121
H27 -5.7735 -0.3290 -2.1938  0.124
H28 -3.8061 0.6333 -3.3507  0.125
H29 -1.5733 -0.2970 -2.9645  0.120
O1 -5.4156 2.9911 -0.1184  0.197
C29 -4.3671 2.4434 0.0025  -0.212
C30 -3.0369 2.8257 -0.7144  -0.249
O2 -2.8622 3.7696 -1.4294  0.173
C31 -2.1129 1.7377 -0.3419  -0.291
C32 -2.6879 0.8685 0.5346  -0.260
O3 -1.9447 -0.1444 0.9944  -0.223
C33 -4.0771 1.1728 0.8501  -0.272
O4 -4.8568 0.5828 1.5490  0.146
O5 -0.8934 1.5106 -0.7509  -0.141
C34 1.9813 1.7700 1.0830  0.004
C35 1.3426 0.6712 0.3329  -0.491
O6 1.7355 0.1453 -0.6927  -0.021
H30 3.0536 1.5896 1.1455  0.104
H31 1.5402 1.9020 2.0670  0.094
H32 1.8082 2.6737 0.4922  0.116

**Orbital gap**: 0.2530 Eh
**Multiplicity**: 1
**Net charge**: +1
**LUMO**: -4.1297 eV

2.
This record from OMol25 describes a molecular structure, C35H33AlClN4Si2. The level of theory is ωB97M-V/def2-TZVPD.

Each line ends with the Löwdin charge.
Geometry (Å):
C1 -1.5066 -0.7687 4.0506  -0.190
C2 -2.2202 -0.2460 2.9274  -0.137
C3 -2.3140 -1.2651 1.9421  -0.110
H1 -2.7462 0.7089 2.9268  0.116
C4 -1.6094 -2.3947 2.3961  -0.084
C5 -1.0588 -2.1001 3.6816  -0.161
H2 -0.6319 -2.8238 4.3880  0.119
H3 -1.5593 -0.3819 5.0729  0.132
H4 -2.9607 -1.2270 1.0586  0.117
H5 -1.6023 -3.3801 1.9273  0.116
Al1 0.2796 -0.4863 2.8932  0.129
Si1 1.2440 0.7600 0.0634  0.623
C6 0.0437 2.1913 -0.2057  -0.332
C7 0.6056 3.4243 -0.5704  -0.113
H6 1.6943 3.5104 -0.6872  0.096
C8 -0.2400 4.5260 -0.7346  -0.080
H7 0.1912 5.4917 -0.9884  0.104
C9 -1.6274 4.3800 -0.5884  -0.077
H8 -2.2872 5.2255 -0.7771  0.105
C10 -2.1639 3.1495 -0.1825  -0.076
H9 -3.2429 3.0104 -0.1076  0.109
C11 -1.3061 2.1056 0.1762  -0.152
H10 -1.6796 1.2604 0.7731  0.079
C12 0.3424 -0.8200 -0.7276  -0.386
C13 -1.1325 -0.8542 -0.9271  -0.283
H11 -1.7479 0.0404 -0.8701  0.102
C14 -1.7172 -2.0887 -1.4284  -0.190
H12 -2.7329 -2.0900 -1.8221  0.130
C15 -1.0902 -3.3107 -1.1064  -0.123
H13 -1.6070 -4.2723 -1.2569  0.122
C16 0.1903 -3.2925 -0.5897  -0.148
H14 0.6283 -4.2293 -0.2072  0.122
C17 0.9213 -2.1144 -0.5112  -0.242
H15 1.9830 -2.1835 -0.2460  0.060
H16 0.3663 0.4798 1.3639  -0.042
Si2 -0.3568 -1.0730 -2.5710  0.741
C18 0.4471 -2.1721 -3.8081  -0.237
C19 -0.1036 -2.2156 -5.0983  -0.078
H17 -0.6873 -1.3725 -5.4713  0.106
C20 0.0915 -3.3653 -5.8743  -0.077
H18 -0.3577 -3.4380 -6.8573  0.103
C21 0.8293 -4.4393 -5.3719  -0.080
H19 0.8827 -5.3882 -5.9059  0.106
C22 1.5301 -4.3020 -4.1699  -0.071
H20 2.1489 -5.1116 -3.7746  0.109
C23 1.4243 -3.1123 -3.4494  -0.088
H21 2.0370 -2.9617 -2.5596  0.096
C24 -0.4659 0.6460 -3.3803  -0.246
C25 -1.6949 1.2584 -3.6663  -0.092
H22 -2.6306 0.7724 -3.3771  0.105
C26 -1.7379 2.5106 -4.3074  -0.083
H23 -2.7058 2.9992 -4.4972  0.108
C27 -0.5521 3.1528 -4.6658  -0.086
H24 -0.5839 4.1322 -5.1485  0.105
C28 0.6808 2.5729 -4.3309  -0.085
H25 1.6133 3.1200 -4.5324  0.110
C29 0.7180 1.3368 -3.6939  -0.107
H26 1.6853 0.9027 -3.4332  0.105
H27 2.4707 1.5272 0.3274  -0.008
Cl1 2.4329 -0.7247 1.7039  0.342
N1 1.2415 2.7264 5.0232  0.141
C30 0.4351 3.5464 4.2323  -0.011
C31 -0.1494 2.7320 3.3181  -0.025
N2 0.3057 1.4318 3.5085  0.095
C32 1.1411 1.4587 4.5622  -0.207
C33 1.7738 0.2430 4.9965  -0.216
N3 1.4644 -0.9154 4.4086  0.027
C34 2.3153 -1.8890 4.9107  -0.047
C35 3.1545 -1.3072 5.8200  -0.005
N4 2.8008 0.0456 5.8673  0.149
H28 1.8111 3.0029 5.8210  0.176
H29 0.3545 4.6117 4.3953  0.132
H30 -0.8520 2.9554 2.5224  0.119
H31 2.2525 -2.8981 4.5579  0.130
H32 3.9245 -1.7121 6.4299  0.122
H33 3.2055 0.7784 6.4329  0.170

**Orbital gap (alpha / beta)**: 0.1623 / 0.1603 Eh
**Multiplicity**: 1
**Net charge**: +1
**LUMO (alpha / beta)**: -3.3964 / -3.3972 eV

3.
This record from OMol25 describes a molecular structure, C35H33AsMoN3O3S3. The level of theory is ωB97M-V/def2-TZVPD.

Each line ends with the Löwdin charge.
Geometry (Å):
Mo1 0.2064 -0.6979 -0.4336  0.899
O1 -1.4108 0.2728 -1.5200  -0.315
N1 -1.1833 0.8035 -2.7140  -0.193
C1 -2.2673 1.1907 -3.4205  -0.015
C2 -2.1423 1.7630 -4.6552  -0.053
C3 -0.8626 1.9465 -5.1832  -0.061
C4 0.2280 1.5556 -4.4470  -0.080
C5 0.0832 0.9768 -3.1777  -0.631
S1 1.4282 0.4857 -2.2200  0.652
H1 -3.2072 1.0012 -2.9255  0.139
H2 -3.0282 2.0629 -5.1943  0.109
H3 -0.7331 2.3874 -6.1619  0.111
H4 1.2344 1.6810 -4.8196  0.109
O2 -1.0789 -3.1009 2.9428  -0.276
S2 -1.1270 -1.7765 2.3936  0.547
O3 -0.1402 -0.8198 2.8206  -0.376
N2 -1.1416 -1.7846 0.7684  -0.307
C6 -1.7647 -2.8552 0.1154  -0.254
C7 -2.7806 -3.6394 0.6188  -0.011
C8 -3.3243 -4.6867 -0.1447  -0.060
C9 -2.8730 -4.9634 -1.4036  -0.045
C10 -1.8344 -4.1844 -1.9567  -0.151
C11 -1.2972 -4.4108 -3.2422  0.001
C12 -0.2694 -3.6327 -3.6881  -0.038
C13 0.2250 -2.6089 -2.8678  -0.117
N3 -0.2671 -2.3425 -1.6741  -0.068
C14 -1.2868 -3.1300 -1.1975  -0.141
C15 -2.7011 -1.0755 2.8395  -0.282
C16 -3.1377 -1.2384 4.1476  -0.052
C17 -4.3278 -0.6485 4.5422  -0.072
C18 -5.0733 0.0919 3.6330  -0.082
C19 -4.6307 0.2452 2.3271  -0.076
C20 -3.4377 -0.3396 1.9236  -0.074
H5 -3.1468 -3.4631 1.6189  0.105
H6 -4.1152 -5.2888 0.2837  0.109
H7 -3.2947 -5.7739 -1.9838  0.110
H8 -1.7018 -5.2068 -3.8553  0.120
H9 0.1754 -3.7848 -4.6614  0.109
H10 1.0566 -1.9940 -3.1868  0.080
H11 -2.5447 -1.8250 4.8371  0.120
H12 -4.6779 -0.7688 5.5590  0.106
H13 -6.0057 0.5461 3.9427  0.103
H14 -5.2154 0.8189 1.6196  0.104
H15 -3.0767 -0.2311 0.9080  0.102
S3 1.9546 -1.9941 0.5698  0.585
C21 3.5130 -1.9759 -0.2648  -0.656
C22 4.1240 -0.8067 -0.7188  -0.163
C23 5.3781 -0.8443 -1.3088  -0.095
C24 6.0512 -2.0496 -1.4511  -0.109
C25 5.4524 -3.2180 -1.0000  -0.101
C26 4.1958 -3.1842 -0.4154  -0.135
H16 3.6137 0.1383 -0.5922  0.036
H17 5.8365 0.0756 -1.6512  0.100
H18 7.0350 -2.0759 -1.9013  0.094
H19 5.9671 -4.1649 -1.1075  0.098
H20 3.7278 -4.0959 -0.0664  0.093
C27 -0.7090 2.1203 2.5071  -0.258
As1 0.1797 1.5289 0.8821  1.099
C28 -0.3979 3.0177 -0.2427  -0.281
C29 2.0484 2.0069 1.2915  -0.306
C30 2.2749 3.4085 1.7588  -0.308
C31 2.3349 3.7088 3.1178  -0.059
C32 2.5405 5.0110 3.5508  -0.084
C33 2.6905 6.0366 2.6291  -0.098
C34 2.6351 5.7503 1.2718  -0.085
C35 2.4287 4.4484 0.8424  -0.064
H21 -0.3628 3.1275 2.7368  0.028
H22 -0.4839 1.4387 3.3215  0.020
H23 -1.7860 2.1362 2.3396  0.027
H24 -0.2592 3.9635 0.2786  0.028
H25 -1.4557 2.8740 -0.4648  0.025
H26 0.1602 3.0308 -1.1783  0.010
H27 2.6021 1.8035 0.3753  0.042
H28 2.3528 1.2735 2.0401  0.083
H29 2.2231 2.9083 3.8402  0.116
H30 2.5888 5.2229 4.6113  0.102
H31 2.8598 7.0514 2.9648  0.099
H32 2.7579 6.5434 0.5450  0.101
H33 2.3979 4.2268 -0.2186  0.111

**Orbital gap (alpha / beta)**: 0.2351 / 0.2541 Eh
**Multiplicity**: 4
**Net charge**: 0
**LUMO (alpha / beta)**: -0.1264 / -0.3455 eV

Number 1: energy -82463.97695 eV, maximum force 0.958 eV/Å. Number 2: energy -77657.18716 eV, maximum force 3.620 eV/Å. Number 3: energy -142644.76672 eV, maximum force 1.286 eV/Å.